Density functional theory data (ωB97M-V/def2-TZVPD) for a structure of composition C42H60AsBF4N3OP2Si3Ti at a distorted geometry.

```
118
Properties=species:S:1:pos:R:3
Ti -0.24 0.34 -0.26
C 2.97 -0.78 2.59
C 2.06 0.20 1.92
O 1.07 -0.15 1.25
N 2.32 1.49 2.10
C 1.46 2.53 1.54
C 0.08 2.44 2.15
C -0.14 3.01 3.40
C -1.40 2.93 3.98
C -2.39 2.27 3.28
C -2.08 1.68 2.06
N -0.87 1.75 1.49
H 2.63 -1.80 2.40
H 3.00 -0.60 3.66
H 3.99 -0.68 2.21
H 3.12 1.76 2.64
H 1.39 2.42 0.44
H 1.91 3.50 1.78
H 0.66 3.53 3.90
H -1.58 3.37 4.95
H -3.40 2.20 3.67
H -2.85 1.11 1.54
C 0.17 -3.36 -0.13
N -1.10 -2.62 -0.22
P -1.45 -1.58 1.16
C -3.20 -1.95 1.55
C -3.70 -1.25 2.65
C -4.97 -1.52 3.13
C -5.74 -2.49 2.52
C -5.24 -3.20 1.44
C -3.97 -2.95 0.96
C -0.80 -2.60 2.52
C -0.02 -2.05 3.53
C 0.44 -2.86 4.56
C 0.12 -4.20 4.58
C -0.71 -4.73 3.61
C -1.19 -3.94 2.59
P -1.23 -1.64 -1.66
C -1.01 -2.93 -2.94
C -1.48 -4.23 -2.69
C -1.37 -5.20 -3.67
C -0.79 -4.90 -4.89
C -0.29 -3.63 -5.13
C -0.39 -2.65 -4.16
C -3.04 -1.37 -1.61
C -3.94 -2.23 -2.22
C -5.30 -2.06 -2.05
C -5.78 -1.03 -1.26
C -4.90 -0.13 -0.70
C -3.54 -0.28 -0.89
H 0.02 -4.24 0.49
H 0.99 -2.77 0.30
H 0.48 -3.69 -1.12
H -3.07 -0.54 3.16
H -5.35 -0.98 3.98
H -6.73 -2.71 2.88
H -5.83 -3.98 0.99
H -3.57 -3.52 0.14
H 0.22 -0.99 3.53
H 1.05 -2.44 5.35
H 0.50 -4.85 5.36
H -1.01 -5.77 3.65
H -1.86 -4.34 1.84
H -1.92 -4.47 -1.74
H -1.73 -6.20 -3.47
H -0.71 -5.65 -5.66
H 0.19 -3.39 -6.07
H 0.04 -1.67 -4.34
H -3.57 -3.05 -2.82
H -5.99 -2.74 -2.54
H -6.84 -0.92 -1.09
H -5.28 0.70 -0.12
H -2.83 0.45 -0.47
C -2.01 0.38 -4.62
Si -2.42 2.04 -3.78
C -4.22 2.04 -3.12
C -2.06 3.52 -4.93
As -0.86 2.23 -1.77
Si -1.71 4.42 -0.91
C -3.31 4.05 0.09
C -0.26 5.18 0.09
C -2.18 5.65 -2.29
Si 1.32 2.73 -2.94
C 2.79 2.80 -1.70
C 1.50 1.29 -4.18
C 1.28 4.43 -3.78
H -2.78 0.12 -5.33
H -1.95 -0.44 -3.90
H -1.07 0.42 -5.18
H -4.86 2.60 -3.79
H -4.31 2.48 -2.13
H -4.62 1.03 -3.09
H -1.84 3.19 -5.94
H -1.22 4.11 -4.58
H -2.92 4.18 -5.01
H -3.53 2.99 0.18
H -4.16 4.53 -0.39
H -3.26 4.47 1.09
H 0.69 4.98 -0.39
H -0.23 4.82 1.12
H -0.38 6.26 0.15
H -3.00 5.28 -2.89
H -1.35 5.89 -2.95
H -2.50 6.58 -1.83
H 2.91 1.91 -1.09
H 2.76 3.68 -1.06
H 3.71 2.88 -2.28
H 0.97 0.39 -3.85
H 2.55 1.01 -4.29
H 1.14 1.56 -5.16
H 0.73 5.18 -3.21
H 0.86 4.39 -4.78
H 2.30 4.80 -3.89
F 1.21 0.27 -1.23
B 2.70 -1.19 -1.68
F 2.87 -1.39 -0.39
F 1.74 -1.86 -2.28
F 3.51 -0.43 -2.34
```

Results
**LUMO energy**: -9.436 eV
**Total charge**: +3
**Multiplicity**: 1
**Total energy**: -6936.22757 a.u.
**HOMO-LUMO gap**: 0.23099 Ha
**Energy relative to the best compared isomer or geometry (same formula, charge and spin)**: 142.8 kJ/mol
**Highest occupied orbital energy**: -15.722 eV


Density functional theory data (ωB97M-V/def2-TZVPD) for the molecule C6H16N2.

```
24
Properties=species:S:1:pos:R:3
C 2.67 1.54 -1.49
C 2.81 1.01 -0.06
C 1.91 -0.19 0.22
N 0.54 0.23 0.50
C -0.36 -0.86 0.82
C -1.75 -0.32 1.13
N -2.51 -0.07 -0.09
C -3.24 -1.21 -0.60
H 1.76 2.12 -1.57
H 3.53 2.12 -1.83
H 2.60 0.71 -2.21
H 2.46 1.80 0.61
H 3.82 0.80 0.27
H 2.29 -0.75 1.09
H 1.95 -0.90 -0.62
H 0.19 0.77 -0.29
H 0.05 -1.37 1.69
H -0.47 -1.59 0.01
H -1.67 0.62 1.67
H -2.27 -1.04 1.78
H -3.10 0.74 0.02
H -3.82 -1.71 0.19
H -2.53 -1.94 -0.99
H -3.87 -0.88 -1.42
```

Results
**LUMO energy**: 1.200 eV
**Total charge**: 0
**Multiplicity**: 1
**Total energy**: -347.69320 a.u.
**HOMO-LUMO gap**: 0.35472 Ha
**Energy relative to the best compared isomer or geometry (same formula, charge and spin)**: 83.0 kJ/mol
**SMILES string**: CCCNCCNC
**Highest occupied orbital energy**: -8.452 eV


Density functional theory data (ωB97M-V/def2-TZVPD) for a cluster of 2 separate species, C24H50BrFIN3O8PS in total at a distorted geometry.

```
90
Properties=species:S:1:pos:R:3
C 6.09 2.00 1.39
C 6.55 1.94 -0.09
O 6.38 0.65 -0.67
P 5.16 0.60 -1.74
O 5.47 1.51 -2.84
C 3.66 1.21 -0.90
C 2.38 0.39 -1.24
C 2.25 -0.76 -0.23
N 0.91 -1.08 0.32
I 1.46 -2.43 2.11
C 0.21 -2.04 -0.55
C -1.24 -2.37 -0.08
C -1.33 -3.87 0.26
C -2.13 -4.60 -0.83
N -3.55 -4.23 -0.84
N -1.77 -1.43 0.89
C -2.93 -1.82 1.64
C -2.54 -2.33 3.05
F -3.46 -3.33 3.42
C -1.40 -0.04 0.74
C -1.91 0.67 -0.56
C -1.21 0.43 -1.91
C -1.98 -0.51 -2.88
O -1.19 -1.57 -3.40
C -0.32 -1.16 -4.46
C -1.92 0.88 1.87
C -3.35 1.47 1.74
C -3.52 2.93 1.27
C -4.23 3.00 -0.13
C -2.30 3.84 1.19
C 0.16 0.05 0.84
Br 0.83 0.27 2.74
O 4.98 -0.88 -2.31
C 5.45 -1.95 -1.44
C 4.62 -3.19 -1.80
H 5.26 2.70 1.45
H 5.68 1.04 1.71
H 6.86 2.37 2.07
H 7.59 2.24 -0.12
H 6.02 2.72 -0.64
H 3.49 2.21 -1.30
H 3.75 1.32 0.18
H 1.57 1.11 -1.27
H 2.54 -0.03 -2.24
H 2.65 -1.67 -0.67
H 2.90 -0.56 0.62
H 0.22 -1.77 -1.60
H 0.83 -2.93 -0.52
H -1.82 -2.26 -1.01
H -0.38 -4.39 0.30
H -1.84 -4.11 1.20
H -2.06 -5.68 -0.72
H -1.66 -4.31 -1.79
H -3.66 -3.22 -0.84
H -3.94 -4.53 -1.73
H -3.47 -2.67 1.22
H -3.70 -1.07 1.81
H -1.55 -2.78 3.05
H -2.65 -1.55 3.80
H -1.75 1.73 -0.36
H -2.96 0.46 -0.70
H -0.15 0.20 -1.88
H -1.24 1.39 -2.44
H -2.84 -0.94 -2.36
H -2.39 0.06 -3.72
H 0.68 -1.52 -4.22
H -0.66 -1.63 -5.38
H -0.33 -0.07 -4.55
H -1.25 1.72 2.03
H -1.91 0.32 2.80
H -3.80 1.40 2.73
H -4.01 0.85 1.13
H -4.24 3.41 1.93
H -3.48 2.94 -0.92
H -4.73 3.96 -0.19
H -4.99 2.23 -0.23
H -2.08 4.31 2.16
H -1.37 3.35 0.89
H -2.42 4.67 0.50
H 0.42 1.01 0.41
H 6.50 -2.18 -1.61
H 5.25 -1.66 -0.41
H 4.59 -3.90 -0.98
H 5.05 -3.64 -2.70
H 3.61 -2.84 -2.01
O -2.11 6.38 3.69
S -3.28 5.99 4.51
O -2.81 5.42 5.79
O -4.06 4.97 3.77
O -4.13 7.16 4.78
```

Results
**LUMO energy**: -1.723 eV
**Total charge**: -1
**Multiplicity**: 1
**Total energy**: -5421.61038 a.u.
**HOMO-LUMO gap**: 0.05634 Ha
**Highest occupied orbital energy**: -3.256 eV


Density functional theory data (ωB97M-V/def2-TZVPD) for a structure of composition C4H6IN2 at a distorted geometry.

```
13
Properties=species:S:1:pos:R:3
C -0.46 1.06 -0.35
C 0.60 1.04 -1.17
C -0.61 -0.10 0.50
C 1.35 -0.80 -0.70
N 0.42 -0.98 0.41
N -1.59 -0.07 1.42
I 1.53 2.13 -2.57
H -1.22 1.77 -0.13
H 0.99 -1.25 -1.59
H 2.34 -0.92 -0.45
H 0.60 -1.77 1.06
H -2.21 0.72 1.40
H -1.75 -0.83 2.17
```

Results
**LUMO energy**: -4.335 eV
**Total charge**: +1
**Multiplicity**: 1
**Total energy**: -562.90524 a.u.
**HOMO-LUMO gap**: 0.32863 Ha
**Energy relative to the best compared isomer or geometry (same formula, charge and spin)**: 170.4 kJ/mol
**Highest occupied orbital energy**: -13.277 eV


Density functional theory data (ωB97M-V/def2-TZVPD) for the molecule C5H5ClO at a distorted geometry.

```
12
Properties=species:S:1:pos:R:3
O -0.20 1.99 -0.54
C 0.16 0.94 0.31
C -1.04 -0.03 0.27
C -0.69 -1.28 -0.12
C 0.73 -1.34 -0.28
C 1.22 -0.05 0.02
Cl 2.96 0.25 -0.04
H -1.23 2.38 -0.31
H 0.47 1.36 1.37
H -2.16 0.22 0.31
H -1.31 -2.19 -0.52
H 1.09 -2.24 -0.46
```

Results
**LUMO energy**: -0.022 eV
**Total charge**: 0
**Multiplicity**: 1
**Total energy**: -728.83481 a.u.
**HOMO-LUMO gap**: 0.30750 Ha
**Energy relative to the best compared isomer or geometry (same formula, charge and spin)**: 232.3 kJ/mol
**SMILES string**: O[C@H]1C=CC=C1Cl
**Highest occupied orbital energy**: -8.390 eV


Density functional theory data (ωB97M-V/def2-TZVPD) for a structure of composition C48H45IIrN5O5S2 at a distorted geometry.

```
107
Properties=species:S:1:pos:R:3
Ir 0.00 -0.12 0.13
O 1.20 3.21 -1.11
C 1.52 2.49 -0.17
O 1.62 1.21 -0.22
C 1.92 3.20 1.13
C 2.53 4.44 0.98
C 2.97 5.18 2.07
C 2.78 4.67 3.35
C 2.16 3.45 3.52
C 1.74 2.68 2.42
S 1.04 1.12 2.75
H 2.64 4.82 -0.03
H 3.45 6.13 1.93
H 3.11 5.23 4.21
H 1.99 3.05 4.51
C -1.85 3.87 -5.32
C -1.88 2.44 -5.80
C -2.28 2.13 -7.09
C -2.33 0.81 -7.54
C -1.99 -0.21 -6.66
C -1.60 0.08 -5.37
C -1.52 1.40 -4.93
N -1.14 1.75 -3.63
C -0.55 0.93 -2.67
N 0.43 0.16 -3.16
C 1.18 -0.86 -2.56
C 0.99 -1.23 -1.24
C 1.76 -2.30 -0.76
C 2.71 -2.93 -1.55
C 2.90 -2.51 -2.86
C 2.13 -1.48 -3.38
C 2.32 -1.06 -4.82
N -0.90 1.03 -1.43
C -2.07 1.84 -1.18
C -1.91 3.07 -0.56
C -3.01 3.86 -0.25
C -4.28 3.40 -0.56
C -4.44 2.18 -1.18
C -3.35 1.38 -1.53
C -3.57 0.08 -2.25
H -2.00 4.56 -6.15
H -0.89 4.11 -4.85
H -2.63 4.06 -4.58
H -2.55 2.93 -7.76
H -2.64 0.59 -8.55
H -2.05 -1.24 -6.98
H -1.37 -0.73 -4.68
H -1.55 2.59 -3.24
H 0.67 0.37 -4.11
H 1.59 -2.65 0.25
H 3.31 -3.74 -1.14
H 3.66 -2.97 -3.48
H 3.12 -1.63 -5.28
H 2.59 0.00 -4.90
H 1.42 -1.22 -5.42
H -0.90 3.41 -0.33
H -2.87 4.81 0.24
H -5.15 4.00 -0.31
H -5.43 1.82 -1.43
H -4.50 -0.39 -1.90
H -2.76 -0.62 -2.07
H -3.66 0.24 -3.33
C -2.49 1.75 4.96
C -3.49 1.79 3.80
N -3.65 0.51 3.13
C -4.68 -0.41 3.62
C -4.13 -1.44 4.60
C -2.80 0.09 2.17
S -1.53 1.16 1.73
N -3.07 -1.13 1.67
C -2.45 -1.73 0.69
O -1.71 -1.23 -0.21
C -2.76 -3.19 0.54
C -1.99 -3.94 -0.34
C -2.28 -5.28 -0.55
C -3.35 -5.87 0.11
C -4.11 -5.13 0.99
C -3.81 -3.79 1.21
H -2.34 2.75 5.36
H -1.53 1.36 4.60
H -2.85 1.10 5.76
H -3.17 2.53 3.07
H -4.48 2.09 4.16
H -5.12 -0.92 2.76
H -5.46 0.20 4.08
H -3.23 -1.89 4.19
H -4.87 -2.23 4.77
H -3.89 -0.98 5.56
H -1.15 -3.46 -0.84
H -1.67 -5.87 -1.23
H -3.58 -6.91 -0.07
H -4.94 -5.59 1.52
H -4.39 -3.19 1.90
I 5.81 -2.69 5.73
C 3.96 -2.38 4.79
C 3.94 -1.97 3.47
C 2.71 -1.77 2.85
C 1.52 -1.98 3.54
C 1.57 -2.38 4.87
C 2.79 -2.59 5.51
C 0.18 -1.77 2.88
O -0.83 -1.76 3.57
O 0.22 -1.67 1.59
H 4.86 -1.79 2.93
H 2.66 -1.44 1.82
H 0.64 -2.53 5.40
H 2.83 -2.90 6.54
```

Results
**LUMO energy (alpha / beta)**: 2.190 / 1.171 eV
**Total charge**: -1
**Multiplicity**: 2
**Total energy**: -3704.67078 a.u.
**HOMO-LUMO gap (alpha / beta)**: 0.25262 / 0.20912 Ha
**Energy relative to the best compared isomer or geometry (same formula, charge and spin)**: 223.3 kJ/mol
**Highest occupied orbital energy (alpha / beta)**: -4.684 / -4.520 eV


Density functional theory data (ωB97M-V/def2-TZVPD) for a cluster of 4 separate species, C23H29F3INPS in total at a distorted geometry.

```
59
Properties=species:S:1:pos:R:3
C -0.47 1.09 3.03
C -2.00 0.90 2.64
C -2.86 2.18 2.90
I -2.04 3.77 1.61
P -4.73 2.00 2.45
S -5.04 0.39 3.89
C -5.29 3.26 3.81
C -5.15 4.75 3.41
N -6.01 5.27 2.58
H 0.07 1.77 2.34
H 0.08 0.12 3.02
H -0.39 1.53 4.06
H -2.04 0.57 1.57
H -2.33 0.01 3.25
H -2.67 2.56 3.94
H -4.33 1.08 1.39
H -6.14 1.87 2.07
H -4.64 3.06 1.45
H -6.31 -0.06 3.63
H -4.68 3.11 4.75
H -6.35 3.03 4.12
H -4.36 5.43 3.81
H -6.64 4.48 2.37
F 0.86 -0.72 0.81
C 2.05 -0.37 0.30
C 3.20 -0.96 0.78
C 4.43 -0.60 0.24
C 4.49 0.37 -0.76
C 3.33 0.96 -1.23
C 2.10 0.59 -0.70
H 3.13 -1.70 1.56
H 5.34 -1.06 0.61
H 5.45 0.66 -1.17
H 3.38 1.72 -2.00
H 1.18 1.04 -1.06
F 4.18 2.51 -4.23
C 3.57 1.76 -5.16
C 2.19 1.79 -5.27
C 1.56 1.02 -6.24
C 2.32 0.22 -7.09
C 3.70 0.19 -6.97
C 4.33 0.97 -6.00
H 1.62 2.42 -4.60
H 0.48 1.05 -6.34
H 1.83 -0.39 -7.84
H 4.29 -0.44 -7.62
H 5.41 0.96 -5.90
F 2.36 -3.55 1.96
C 1.59 -4.45 1.31
C 0.49 -4.00 0.59
C -0.29 -4.93 -0.09
C 0.02 -6.28 -0.03
C 1.13 -6.71 0.70
C 1.92 -5.79 1.37
H 0.26 -2.95 0.56
H -1.15 -4.60 -0.66
H -0.59 -7.00 -0.56
H 1.37 -7.77 0.75
H 2.79 -6.10 1.94
```

Results
**LUMO energy**: 2.161 eV
**Total charge**: -1
**Multiplicity**: 1
**Total energy**: -2285.31999 a.u.
**HOMO-LUMO gap**: 0.23296 Ha
**Highest occupied orbital energy**: -4.178 eV


Density functional theory data (ωB97M-V/def2-TZVPD) for the molecule C19H18N2O3S2.

```
44
Properties=species:S:1:pos:R:3
C 4.22 3.28 3.48
C 3.86 1.94 2.91
C 3.51 1.80 1.57
C 3.20 0.56 1.04
C 3.24 -0.57 1.84
C 2.89 -1.91 1.26
N 1.60 -1.89 0.60
C 1.47 -2.03 -0.74
O 2.42 -2.25 -1.47
C 0.08 -1.91 -1.27
C -0.07 -1.55 -2.61
C -1.32 -1.41 -3.17
C -2.46 -1.64 -2.40
N -3.73 -1.50 -2.95
S -5.06 -0.92 -2.11
O -5.33 -1.76 -0.99
O -6.06 -0.71 -3.11
C -4.50 0.65 -1.53
C -4.70 1.86 -2.13
C -4.07 2.91 -1.43
C -3.41 2.48 -0.33
S -3.54 0.77 -0.11
C -2.32 -2.03 -1.07
C -1.06 -2.15 -0.51
C 3.58 -0.44 3.18
C 3.89 0.81 3.71
H 3.73 4.08 2.92
H 5.29 3.44 3.41
H 3.93 3.35 4.52
H 3.48 2.68 0.94
H 2.94 0.47 0.00
H 3.61 -2.19 0.49
H 2.89 -2.68 2.04
H 0.81 -1.59 1.15
H 0.82 -1.39 -3.19
H -1.42 -1.13 -4.21
H -3.76 -1.24 -3.93
H -5.28 1.96 -3.03
H -4.11 3.94 -1.74
H -2.85 3.06 0.38
H -3.20 -2.24 -0.49
H -0.99 -2.49 0.51
H 3.61 -1.31 3.82
H 4.16 0.89 4.75
```

Results
**LUMO energy**: 0.308 eV
**Total charge**: 0
**Multiplicity**: 1
**Total energy**: -1866.44496 a.u.
**HOMO-LUMO gap**: 0.33632 Ha
**Energy relative to the best compared isomer or geometry (same formula, charge and spin)**: 164.7 kJ/mol
**SMILES string**: Cc1ccc(CNC(=O)c2ccc(NS(=O)(=O)c3cccs3)cc2)cc1
**Highest occupied orbital energy**: -8.843 eV